{"formula": "C3H10N3", "method": "wB97M-V/def2-TZVPD", "e_homo_ev": -14.38, "fmax_ev_per_a": 5.005, "de_lowest_kcal_mol": 30.1, "energy_ha": -284.3279, "total_charge": 1, "mol_weight_g_mol": 88.134, "spin_multiplicity": 1, "species": ["N", "N", "N", "C", "C", "C", "H", "H", "H", "H", "H", "H", "H", "H", "H", "H"], "coordinates": [[-0.130, -0.422, 0.163], [-0.296, 1.294, -1.473], [1.495, 1.150, -0.130], [0.323, 0.688, -0.422], [0.651, -1.076, 1.106], [-1.475, -0.902, 0.022], [1.534, -1.338, 0.632], [-2.283, -0.155, -0.047], [1.844, 1.059, 0.812], [-1.857, -1.426, 0.939], [-0.327, 2.297, -1.696], [-1.444, -1.462, -0.883], [-1.004, 0.917, -2.083], [0.173, -2.005, 1.578], [1.849, 1.937, -0.622], [0.948, -0.557, 2.103]], "forces_ev_per_a": [[-1.40, 2.43, 0.06], [-1.12, 0.70, -0.73], [1.93, 0.75, 1.80], [-2.15, -0.71, -1.87], [0.64, -1.65, 4.68], [-2.07, 0.27, 0.59], [2.02, -0.91, -0.57], [0.80, 0.43, -0.42], [0.14, -0.20, -0.02], [1.04, -0.09, -1.08], [1.01, -0.59, 0.99], [-0.81, -1.10, -0.41], [-0.04, -1.08, 0.64], [0.45, 1.23, -1.43], [0.22, 0.44, -0.50], [-0.66, 0.07, -1.74]]}